{"formula": "C38H90F6NO28P6S2Ti", "method": "wB97M-V/def2-TZVPD", "species": ["Ti", "C", "F", "F", "F", "S", "O", "O", "N", "S", "O", "O", "C", "F", "F", "F", "C", "C", "O", "P", "O", "O", "C", "C", "O", "C", "C", "H", "H", "H", "H", "H", "H", "H", "H", "H", "H", "H", "H", "H", "H", "H", "C", "C", "O", "P", "O", "O", "C", "C", "O", "C", "C", "H", "H", "H", "H", "H", "H", "H", "H", "H", "H", "H", "H", "H", "H", "H", "C", "C", "O", "P", "O", "O", "C", "C", "O", "C", "C", "H", "H", "H", "H", "H", "H", "H", "H", "H", "H", "H", "H", "H", "H", "H", "C", "C", "O", "P", "O", "O", "C", "C", "O", "C", "C", "H", "H", "H", "H", "H", "H", "H", "H", "H", "H", "H", "H", "H", "H", "H", "C", "C", "O", "P", "O", "O", "C", "C", "O", "C", "C", "H", "H", "H", "H", "H", "H", "H", "H", "H", "H", "H", "H", "H", "H", "H", "C", "C", "O", "P", "O", "O", "C", "C", "O", "C", "C", "H", "H", "H", "H", "H", "H", "H", "H", "H", "H", "H", "H", "H", "H", "H"], "coordinates": [[-1.424938, 1.529419, 1.289835], [1.278072, 1.134079, -1.515725], [1.867152, 0.799619, -2.667325], [1.720012, 2.235029, -0.941635], [-0.028268, 1.368379, -1.852105], [1.478432, -0.394021, -0.188855], [1.235732, -1.569371, -1.022235], [2.853472, -0.305121, 0.411465], [0.178802, 0.003439, 0.961345], [0.348302, -1.080091, 1.984205], [0.269592, -2.468611, 1.494325], [1.404902, -0.855791, 2.997035], [-1.350788, -1.095181, 2.939285], [-2.191538, -1.803421, 2.116765], [-1.223108, -1.670081, 4.175515], [-1.937708, 0.162509, 3.107015], [2.002702, 0.807559, 6.935315], [1.377282, 1.323449, 5.604655], [1.389282, 2.737689, 5.485945], [1.130842, 3.300019, 3.991235], [0.299082, 2.375369, 3.149485], [0.406942, 4.737219, 4.239465], [-0.684708, 4.896049, 5.104245], [-1.876238, 4.040719, 4.854425], [2.542492, 3.825359, 3.385245], [3.249852, 2.940679, 2.608175], [4.721272, 2.914329, 3.084775], [1.443842, 1.135219, 7.811905], [2.050082, -0.277991, 7.021535], [3.020162, 1.185739, 7.034585], [2.048012, 0.876499, 4.870855], [0.348872, 0.967359, 5.543935], [-0.326768, 4.451459, 6.032855], [-1.006198, 5.906089, 5.358335], [-2.676478, 4.121029, 5.590125], [-2.430508, 4.319509, 3.958235], [-1.549968, 3.068759, 4.484375], [2.814102, 1.941589, 2.601815], [3.228162, 3.473469, 1.657505], [4.858692, 2.573019, 4.110805], [5.320512, 2.302239, 2.410715], [5.133342, 3.923429, 3.080305], [3.053592, 7.827479, -4.235615], [2.126182, 7.955649, -3.028095], [1.061632, 7.071759, -2.923975], [1.194582, 5.568699, -3.477585], [2.523442, 4.911029, -3.343935], [-0.013118, 4.765029, -2.707795], [-0.161528, 4.694709, -1.305615], [-0.770338, 5.930819, -0.709025], [0.693402, 5.651499, -5.060535], [0.917642, 4.711229, -6.039585], [2.368912, 4.803329, -6.513805], [2.542152, 7.498029, -5.140045], [3.323822, 8.835039, -4.551665], [3.940962, 7.196969, -4.179705], [2.833302, 7.814449, -2.210695], [1.756482, 8.980379, -2.991365], [-0.896728, 3.945269, -1.012475], [0.826802, 4.601839, -0.855415], [-0.349588, 6.929739, -0.823985], [-1.779208, 6.057199, -1.101845], [-0.838818, 5.683539, 0.350345], [0.667462, 3.855619, -5.412345], [0.151272, 4.829739, -6.805565], [2.450422, 4.141409, -7.375965], [2.676302, 5.736639, -6.985545], [3.054172, 4.329709, -5.810815], [6.314612, -4.005281, 2.450645], [7.494472, -3.768621, 3.362275], [7.095522, -2.695091, 4.264625], [6.858072, -2.927391, 5.863055], [7.612492, -4.089641, 6.475925], [7.209092, -1.560971, 6.582015], [8.192362, -0.647921, 6.152925], [9.587802, -0.988061, 6.714795], [5.169732, -2.958751, 6.015145], [4.470762, -1.956041, 5.406735], [3.066542, -2.563141, 5.390235], [5.418222, -4.116601, 3.060725], [6.024462, -3.207541, 1.766885], [6.494842, -4.881821, 1.828315], [7.712242, -4.706751, 3.872755], [8.400282, -3.598211, 2.780415], [8.160432, -0.293231, 5.122745], [7.874072, 0.308879, 6.566825], [9.531732, -1.176281, 7.786955], [9.881292, -1.965101, 6.330905], [10.280962, -0.179361, 6.483195], [4.494592, -0.964231, 5.858225], [4.819812, -1.766461, 4.391695], [2.460162, -2.103211, 4.609925], [3.161262, -3.591091, 5.040305], [2.530352, -2.557341, 6.339215], [-8.015928, -5.616741, 2.828195], [-7.086058, -4.602171, 2.140375], [-6.087908, -5.396091, 1.622865], [-4.796508, -5.654751, 2.512495], [-5.164948, -6.670051, 3.621845], [-3.626118, -6.194521, 1.460565], [-3.683218, -7.445521, 0.656465], [-2.688198, -8.407031, 1.271865], [-4.312448, -4.175851, 3.033545], [-4.459398, -3.755181, 4.389645], [-4.871088, -2.274291, 4.597375], [-8.235718, -6.493791, 2.219445], [-7.489398, -5.993971, 3.704865], [-8.934248, -5.174171, 3.214115], [-7.552218, -3.888401, 1.461145], [-6.631108, -3.941601, 2.878465], [-4.678348, -7.890221, 0.648815], [-3.388408, -7.166861, -0.355225], [-2.158018, -8.921101, 0.470155], [-1.992018, -7.711741, 1.740915], [-3.203718, -9.097421, 1.939475], [-5.164648, -4.368011, 4.951035], [-3.527728, -3.952761, 4.919795], [-4.917278, -1.982521, 5.646585], [-4.171388, -1.666631, 4.023545], [-5.823588, -1.952781, 4.176095], [-1.039458, -2.727141, -2.533315], [-1.664678, -1.671501, -1.599435], [-2.806498, -1.105221, -2.241025], [-4.056238, -0.333351, -1.485055], [-3.555398, 0.465749, -0.363735], [-4.803678, 0.523089, -2.652505], [-5.334048, -0.210841, -3.703745], [-5.567308, 0.803529, -4.771375], [-5.152588, -1.456931, -1.045445], [-4.927208, -2.350191, -0.047305], [-4.263528, -3.674891, -0.499515], [-0.512758, -2.273001, -3.372625], [-0.298438, -3.286021, -1.961785], [-1.691138, -3.518251, -2.904215], [-1.807028, -2.107301, -0.610545], [-0.942658, -0.855541, -1.631345], [-4.661348, -0.996461, -4.047835], [-6.266248, -0.719741, -3.458545], [-6.185158, 1.615669, -4.388245], [-4.648378, 1.318009, -5.052395], [-6.312678, 0.639859, -5.549665], [-4.299878, -1.916261, 0.731325], [-5.834858, -2.311011, 0.554965], [-3.777498, -4.149591, 0.352865], [-5.027898, -4.373841, -0.839055], [-3.491808, -3.595061, -1.265135], [3.121462, 0.348999, -6.192105], [2.037712, 1.284289, -6.738185], [0.932352, 0.493329, -7.159415], [-0.309758, 1.158259, -7.958615], [-0.048988, 1.944179, -9.243455], [-1.165538, -0.190891, -8.302945], [-2.383978, -0.252911, -8.971205], [-2.440518, -1.628641, -9.704885], [-1.225358, 1.806259, -6.810695], [-1.483938, 1.318509, -5.552645], [-2.306648, 2.507209, -4.955515], [3.521732, -0.496861, -6.751035], [4.045932, 0.784999, -5.813455], [2.827442, -0.056831, -5.224135], [1.684472, 2.023359, -6.019085], [2.517912, 1.987829, -7.418285], [-3.177478, -0.334121, -8.228325], [-2.595578, 0.657629, -9.531765], [-1.847798, -2.390071, -9.197925], [-3.482348, -1.943051, -9.766745], [-1.940238, -1.593631, -10.672665], [-1.898008, 0.323029, -5.392415], [-0.552628, 1.281239, -4.987515], [-2.412368, 2.434509, -3.873085], [-1.558798, 3.297719, -5.018005], [-3.253248, 2.671949, -5.470205]], "forces_ev_per_angstrom": [[-0.2, 0.2, -0.3], [-1.4, -0.8, 0.4], [0.3, 0.4, 1.3], [0.6, -0.3, -0.5], [0.6, -0.5, 0.7], [2.8, 0.1, -1.5], [-0.1, 1.8, 1.3], [-3.9, 0.4, -1.3], [1.5, 1.7, -4.1], [1.1, -5.8, 6.1], [0.3, 2.2, 0.3], [-2.1, 0.2, -1.6], [0.1, -0.4, -0.5], [0.7, 0.9, 1.8], [-0.5, 0.9, -2.3], [0.4, -1.0, 0.2], [-0.3, 1.1, 0.1], [0.9, -2.2, 1.4], [0.0, 1.1, -1.2], [-1.1, 1.5, 0.0], [1.1, 0.6, 0.4], [1.4, -0.7, -1.5], [-0.4, -1.4, 2.9], [-1.2, -0.1, -2.6], [-3.7, 0.5, 3.0], [2.6, -0.5, -1.2], [-0.3, 0.1, -0.1], [-0.1, 0.2, 0.0], [-0.2, 0.0, -0.6], [0.0, 0.0, 0.0], [-0.6, 0.0, -0.6], [0.1, -0.1, -0.4], [0.2, 0.6, 0.6], [0.8, 0.4, -0.8], [0.6, -0.5, 0.6], [0.0, 0.7, -0.4], [-0.2, -0.6, 1.1], [0.0, 0.0, -0.4], [0.2, -1.0, -0.7], [-0.3, -0.3, 0.0], [0.0, -0.1, 0.0], [-0.1, 0.1, -0.2], [-0.5, 0.5, -1.6], [2.8, 0.9, -0.2], [-1.2, -2.1, -0.6], [-0.3, -1.3, -1.1], [-1.3, 0.8, 0.1], [0.7, 0.8, -2.2], [0.8, 1.7, 0.6], [-1.2, 0.6, 0.3], [-0.6, 3.6, 4.4], [0.9, -1.1, 0.5], [-0.5, -1.8, -1.3], [-0.4, -0.3, 0.1], [0.5, 0.1, 0.3], [-0.2, 0.1, 0.6], [-0.5, 0.0, 0.7], [-0.4, -0.3, 0.1], [0.6, -0.7, -0.5], [0.0, -0.8, 0.1], [0.8, -0.4, -0.1], [-0.3, -0.2, 0.1], [-0.2, 0.3, 0.2], [0.5, -1.5, -1.3], [0.2, 0.1, -0.1], [-0.1, -0.3, -0.3], [-0.1, 0.4, 0.8], [0.1, 0.8, 0.3], [-0.5, 0.0, -0.3], [-0.8, -0.6, -0.3], [0.7, -0.1, 1.3], [-0.2, -2.4, 0.6], [-2.0, 2.1, -1.6], [-0.7, -0.2, -1.1], [1.0, 2.0, 1.1], [-1.1, -0.6, -0.4], [5.4, -1.2, 1.2], [-2.5, 0.7, -1.3], [-0.4, 0.5, -1.3], [0.0, -0.5, 0.1], [0.6, 0.4, 0.0], [-0.2, -0.2, 0.1], [-0.2, 0.2, 0.6], [0.1, 1.0, 0.3], [0.1, -1.4, -0.6], [0.0, 0.0, 0.8], [-0.1, 0.5, 0.1], [0.4, 0.2, -0.4], [0.1, -0.3, 0.0], [0.2, -0.1, 0.8], [0.0, -0.3, -0.3], [-0.2, 0.3, 0.3], [0.1, -0.1, 0.3], [0.3, 0.1, 0.1], [-0.4, 0.7, 0.7], [-1.7, 0.1, 2.1], [2.5, -0.1, -2.2], [0.3, -3.5, 2.3], [1.5, 2.9, -2.7], [-2.1, 1.3, 1.2], [-0.3, 0.3, 0.6], [-0.1, 0.7, -0.6], [-0.3, -1.3, -1.4], [-0.5, 0.1, 1.9], [0.4, -0.2, -1.5], [0.0, 0.3, -0.3], [0.1, -0.1, -0.1], [-0.2, 0.1, -0.3], [0.0, -0.6, -0.8], [-0.3, 0.1, 0.3], [-0.2, 0.4, 0.0], [-0.1, 0.2, 0.1], [0.0, -0.3, 0.2], [0.3, -0.7, 0.5], [0.5, 0.1, 0.2], [-0.3, -0.4, -0.5], [0.3, 0.3, -0.3], [0.4, -0.3, 0.0], [0.3, 0.3, 0.4], [-0.3, -0.7, -0.1], [0.1, -0.4, 0.4], [1.4, -0.3, -1.3], [-3.3, 0.9, 0.2], [0.9, -1.4, -0.9], [0.3, 0.7, 0.6], [1.8, -1.2, 3.4], [-1.1, -1.0, -2.2], [-1.1, 1.7, -0.3], [0.5, 3.2, -3.4], [1.6, -1.1, 2.6], [-1.1, -0.1, 0.6], [-0.2, 0.1, 0.0], [0.2, 0.3, 0.1], [-0.5, 0.3, 0.0], [-0.4, 0.4, 0.1], [-0.1, -0.2, 0.9], [0.3, 0.0, 0.1], [-0.1, 0.1, 0.4], [0.3, 0.3, 1.1], [-0.1, -0.5, -0.5], [0.9, -1.2, -0.7], [0.8, 0.3, -0.2], [-0.5, -1.4, -0.4], [-0.1, 0.2, 0.0], [0.1, -0.1, -0.2], [-0.3, 0.5, -0.1], [0.3, -0.3, 1.8], [1.6, 0.4, 0.7], [-1.0, 0.6, -1.4], [-0.7, -1.0, -2.8], [-0.5, -1.1, 3.9], [2.7, 0.9, 1.2], [-1.1, -1.4, 0.0], [0.4, 1.0, -0.3], [1.0, 0.4, -3.2], [-0.4, 1.1, 2.9], [1.4, -1.0, 0.7], [-0.8, 0.2, -0.7], [0.0, 1.2, -0.6], [-0.7, -0.5, -0.1], [0.0, -0.5, 0.8], [-0.5, -0.6, -1.3], [-0.1, 0.3, 0.3], [0.2, -0.3, -0.5], [-0.3, 0.2, 0.6], [0.1, -0.1, -0.3], [-0.4, 0.2, -0.3], [-0.5, -0.1, -1.0], [0.3, 0.0, 0.1], [-0.5, -0.5, 0.0], [-0.7, 0.6, -0.5], [0.4, 0.3, 0.0]], "mulliken_spin": [2.93, 0.04, 0.00, 0.01, -0.01, 0.03, 0.00, 0.00, -0.10, -0.03, 0.00, 0.02, 0.02, -0.01, 0.00, 0.03, 0.00, 0.00, 0.00, -0.05, -0.02, 0.01, 0.00, 0.03, 0.01, 0.00, 0.00, 0.00, 0.00, 0.00, 0.00, 0.00, 0.00, 0.00, 0.00, 0.00, 0.00, 0.00, 0.00, 0.00, 0.00, 0.00, 0.00, 0.00, 0.00, 0.01, 0.00, 0.01, 0.00, -0.04, 0.00, 0.00, 0.00, 0.00, 0.00, 0.00, 0.00, 0.00, 0.05, -0.01, 0.00, 0.00, 0.03, 0.00, 0.00, 0.00, 0.00, 0.00, 0.00, 0.00, 0.00, 0.00, 0.00, 0.00, 0.00, 0.00, 0.00, 0.00, 0.00, 0.00, 0.00, 0.00, 0.00, 0.00, 0.00, 0.00, 0.00, 0.00, 0.00, 0.00, 0.00, 0.00, 0.00, 0.00, 0.00, 0.00, 0.00, 0.00, 0.00, 0.00, 0.00, 0.00, 0.00, 0.00, 0.00, 0.00, 0.00, 0.00, 0.00, 0.00, 0.00, 0.00, 0.00, 0.00, 0.00, 0.00, 0.00, 0.00, 0.00, 0.00, 0.01, 0.03, 0.01, -0.01, 0.00, 0.00, 0.00, 0.00, 0.00, 0.01, 0.00, 0.00, 0.00, 0.00, 0.00, 0.00, 0.00, 0.00, 0.00, 0.00, 0.00, 0.00, 0.00, 0.00, 0.00, 0.00, 0.00, 0.00, 0.00, 0.00, 0.00, 0.00, 0.00, 0.00, 0.00, 0.00, 0.00, 0.00, 0.00, 0.00, 0.00, 0.00, 0.00, 0.00, 0.00, 0.00, 0.00, 0.00, 0.00, 0.00, 0.00, 0.00], "energy_ha": -7956.774009, "s2": 3.752, "e_homo_ev": [-6.243, -10.167], "e_lumo_ev": [-0.134, -0.623], "multiplicity": 4, "orbital_gap_ev": [6.109, 9.544]}